1.
86
Properties=species:S:1:pos:R:3 method="wB97M-V/def2-TZVPD" smiles="C#CCCC[C@@]1(CCCF)C(=O)N[C@](I)(CCCCO)[C@H]1NCCCC.C1CCOC1.C1CCOC1" e_homo_ha=-0.3254
C -3.03559 -2.07582 2.04739
C -2.32465 -1.50192 2.84168
C -1.59493 -0.80502 3.87929
C -1.06471 0.58578 3.49469
C 0.18826 0.63934 2.60432
C 0.02358 0.28061 1.12288
C 0.18967 -1.19814 0.68199
C 0.83073 -2.15902 1.68716
C 2.30016 -1.93578 1.98397
F 3.10903 -2.54364 1.05594
C -1.27090 0.93445 0.57881
O -2.28689 0.43434 0.22519
N -0.95403 2.34650 0.54286
C 0.45171 2.53605 0.14912
I 1.55030 3.97629 1.35172
C 0.34880 3.23084 -1.23766
C -0.64459 2.57549 -2.20516
C -1.99080 3.29949 -2.33788
C -1.89411 4.81066 -2.51188
O -2.41508 5.48493 -1.35798
C 0.97942 1.06563 0.15134
N 2.37763 0.79935 0.25947
C 3.16639 1.23105 -0.90004
C 2.86638 0.47870 -2.18614
C 3.04847 -1.04536 -2.05868
C 1.95831 -1.86135 -2.78493
H -3.82530 -2.55197 1.54566
H -2.30045 -0.65219 4.69395
H -0.82240 -1.44312 4.29683
H -0.77930 1.05180 4.43739
H -1.90493 1.16980 3.11591
H 0.53132 1.67165 2.64012
H 0.95942 0.06323 3.10716
H 0.76511 -1.28609 -0.23218
H -0.79182 -1.60235 0.44489
H 0.31009 -2.22545 2.63689
H 0.77089 -3.15371 1.24554
H 2.57762 -0.90048 2.12703
H 2.52254 -2.43736 2.92875
H -1.22202 2.75408 1.43478
H 0.15998 4.28213 -1.05596
H 1.33530 3.18917 -1.69934
H -0.85394 1.53461 -1.96883
H -0.17184 2.56553 -3.18608
H -2.63621 3.00240 -1.51604
H -2.46613 2.90383 -3.23665
H -0.86023 5.14517 -2.60859
H -2.45420 5.18933 -3.36094
H -2.41803 4.87464 -0.61736
H 0.60045 0.73639 -0.81688
H 2.77367 1.29987 1.04708
H 4.20826 1.02457 -0.65294
H 3.12521 2.30845 -1.09052
H 1.83786 0.64468 -2.51037
H 3.48036 0.87776 -2.98957
H 2.98016 -1.27233 -0.99935
H 4.01358 -1.36296 -2.44070
H 1.24907 -1.25915 -3.35244
H 1.40035 -2.45220 -2.06226
H 2.38153 -2.58383 -3.47123
C -5.72608 2.76226 3.10811
C -5.10615 3.41126 4.34008
C -3.61949 3.28364 4.04469
O -3.48130 3.33469 2.62010
C -4.77230 3.20570 2.00973
H -6.75508 3.06533 2.92196
H -5.70352 1.67428 3.20884
H -5.39024 4.46502 4.38780
H -5.39305 2.93906 5.27850
H -3.22638 2.32172 4.39275
H -3.02877 4.08229 4.49491
H -5.05725 4.18260 1.60578
H -4.71427 2.49331 1.18593
C 4.01288 -7.01136 -3.13084
C 2.81882 -7.14315 -4.06800
C 2.14138 -5.79133 -3.89860
O 3.17808 -4.84857 -3.60885
C 4.39056 -5.54918 -3.31368
H 4.83104 -7.69220 -3.36132
H 3.69881 -7.19194 -2.10007
H 3.16481 -7.26360 -5.09745
H 2.16237 -7.97897 -3.83030
H 1.44203 -5.79979 -3.05547
H 1.60248 -5.47383 -4.79213
H 5.07476 -5.41878 -4.15925
H 4.85162 -5.11704 -2.42492

2.
86
Properties=species:S:1:pos:R:3 method="wB97M-V/def2-TZVPD" e_above_lowest_kj_mol=0.0 total_charge=-1 e_homo_ha=-0.1299
In 0.70632 -0.17999 -0.86625
C -2.94747 -0.28439 -0.25650
Si -2.12296 -1.95170 -0.35759
C -2.51625 -2.44986 -2.12193
C -3.12823 -3.10269 0.72823
C -0.28066 -2.15423 -0.07293
C 0.11681 -3.17119 -1.13368
C -0.01498 -4.55438 -0.91172
C 0.28369 -5.45153 -1.91721
C 0.72263 -4.97389 -3.14574
C 0.81903 -3.60385 -3.29661
N 0.51938 -2.73261 -2.33052
Si 0.60555 -2.51021 1.53179
C 1.98446 -3.74342 1.24802
C -0.45152 -3.22752 2.89365
C 1.57395 -1.08365 2.24665
H -3.99606 -0.43858 -0.54602
H -2.50540 0.43227 -0.95671
H -2.94168 0.18812 0.72516
H -3.57554 -2.25611 -2.32731
H -2.31163 -3.51087 -2.31555
H -1.91356 -1.87307 -2.83341
H -4.15465 -3.16679 0.34581
H -3.17365 -2.75244 1.76674
H -2.70296 -4.11555 0.73798
H -0.38334 -4.90460 0.04696
H 0.16612 -6.51620 -1.75093
H 0.97045 -5.64071 -3.96095
H 1.15655 -3.16858 -4.23392
H 1.64223 -4.76021 1.03644
H 2.61420 -3.77592 2.14437
H 2.61296 -3.43148 0.40381
H -0.81314 -4.23011 2.62818
H -1.32404 -2.61212 3.11207
H 0.14328 -3.30947 3.81286
H 2.28176 -0.67817 1.51036
H 2.16269 -1.45201 3.09621
H 0.97381 -0.24327 2.58752
C 2.62649 5.27461 -0.20909
N 2.03255 4.51625 -1.28548
C 1.18101 5.21326 -2.21875
C 2.10402 3.15720 -1.30429
O 2.68721 2.49530 -0.46568
H 1.85496 5.81554 0.35028
H 3.35179 5.99623 -0.60009
H 3.13103 4.58244 0.45946
H 0.34014 5.68372 -1.69843
H 0.78062 4.50423 -2.94311
H 1.73717 5.98760 -2.75631
H 1.61684 2.69170 -2.17349
C 4.67180 0.33811 -0.80835
Ge 3.63807 -0.36313 -2.31457
C 4.02671 -2.30144 -2.21517
C 4.65742 0.21740 -3.89447
C 1.82223 0.22091 -2.58828
H 5.69548 -0.04340 -0.88911
H 4.25254 0.01010 0.15030
H 4.68475 1.42698 -0.79872
H 5.04552 -2.44308 -1.83457
H 3.95370 -2.78464 -3.19618
H 3.33140 -2.81033 -1.54135
H 5.72521 -0.01142 -3.78140
H 4.53862 1.29676 -4.02626
H 4.29149 -0.27968 -4.80015
H 1.40688 -0.60563 -3.18626
C -5.38542 3.62250 4.25475
C -4.23883 3.20566 3.36667
C -3.68644 1.94167 3.44243
C -2.60581 1.54892 2.64320
C -2.08752 0.15771 2.85571
C -2.05376 2.44851 1.72297
Te -0.22792 2.17139 0.63543
C -2.63816 3.73272 1.60778
C -2.14760 4.75418 0.60471
C -3.70453 4.08412 2.42891
H -5.65914 2.82182 4.94382
H -6.27071 3.87724 3.66671
H -5.12472 4.50288 4.84804
H -4.08999 1.22689 4.15674
H -2.91876 -0.55066 2.89278
H -1.54863 0.08470 3.80445
H -1.40844 -0.14433 2.06226
H -2.18374 4.35271 -0.40996
H -1.10807 5.03206 0.79187
H -2.76412 5.65459 0.65169
H -4.13149 5.08013 2.33121

3.
88
Properties=species:S:1:pos:R:3 method="wB97M-V/def2-TZVPD" s2=6.025 total_charge=+3 e_homo_ha="-0.6048 / -0.6112" spin_multiplicity=5
Ru -0.96024 1.64105 0.75590
C 1.30907 -3.11092 1.98273
Sb 1.34240 -1.32168 0.74938
C -0.18536 -0.06497 1.72140
C -1.51182 -0.64050 1.88236
C -1.97390 -1.80895 2.48356
C -3.33362 -2.07238 2.44627
C -4.19559 -1.15377 1.85246
C -3.67979 0.02631 1.33928
N -2.37199 0.25664 1.35779
Si 0.45846 0.73764 3.37826
C 0.85529 -0.45539 4.79203
C 2.04376 1.60969 2.75133
C -1.05299 1.74553 3.97730
C 0.92967 -1.90667 -1.36192
C 0.05009 -0.91646 -1.98268
C 0.02700 -0.82429 -3.38611
C -0.95311 -0.10337 -4.03147
C -1.93824 0.50592 -3.26395
C -1.83024 0.41355 -1.88888
N -0.84887 -0.23080 -1.24875
Si 2.76891 -1.98030 -2.15421
C 3.94378 -2.75809 -0.87784
C 2.85893 -2.95250 -3.78709
C 3.20014 -0.12312 -2.32863
Si -0.06995 -3.68017 -1.45850
C -1.58755 -3.51842 -0.31355
C 1.13233 -5.09500 -1.06783
C -0.71907 -3.85839 -3.23630
H 1.20508 -2.82056 3.02380
H 2.25832 -3.61992 1.85891
H 0.50149 -3.76625 1.67517
H -1.28565 -2.47777 2.97501
H -3.72027 -2.98474 2.87930
H -5.25439 -1.34867 1.81020
H -4.32994 0.78602 0.91957
H 1.77853 -1.00430 4.64804
H 0.05360 -1.15468 5.00206
H 0.98464 0.14830 5.68623
H 2.92713 1.07170 3.08728
H 2.13380 2.61846 3.13816
H 2.05525 1.63556 1.65819
H -1.68703 1.10327 4.58379
H -1.68091 2.15869 3.17344
H -0.73590 2.56383 4.61477
H 0.77650 -1.34374 -3.95478
H -0.97199 -0.05060 -5.10790
H -2.76538 1.01948 -3.72514
H -2.61634 0.81782 -1.25544
H 3.59322 -3.71034 -0.49880
H 4.12460 -2.09686 -0.03245
H 4.90715 -2.94740 -1.34103
H 2.45959 -3.95734 -3.69368
H 3.90397 -3.05513 -4.06603
H 2.36721 -2.47088 -4.62701
H 2.86092 0.44101 -1.45687
H 2.76641 0.32403 -3.21751
H 4.27581 0.00186 -2.40710
H -1.41126 -3.87577 0.69500
H -2.40076 -4.11203 -0.72023
H -1.93849 -2.49178 -0.25541
H 1.66723 -5.00449 -0.12958
H 1.86896 -5.21197 -1.85698
H 0.57403 -6.02656 -1.02942
H -1.51751 -3.15694 -3.45634
H -1.12932 -4.85868 -3.34840
H 0.04738 -3.74690 -3.99317
C -1.41203 5.25431 1.44120
C -2.71172 4.66474 0.92004
S -2.60591 3.25902 -0.24525
C -1.81576 3.94305 -1.74860
C -0.33124 4.21881 -1.66278
S 0.68356 2.84870 -0.94539
C 1.91856 3.89650 -0.07693
C 1.37868 4.74638 1.07118
S -0.10037 4.04476 1.90721
H -1.62944 5.80766 2.35719
H -0.98362 5.94631 0.71992
H -3.27910 5.44786 0.41170
H -3.32848 4.27372 1.73265
H -2.34621 4.86479 -1.99087
H -2.02783 3.20352 -2.52219
H -0.12528 5.11096 -1.07691
H 0.05281 4.38877 -2.66966
H 2.37119 4.54033 -0.83384
H 2.67550 3.19137 0.26735
H 1.12426 5.75841 0.75812
H 2.13926 4.83417 1.84786

In the order shown, the computed F_max values come out to 2.12; 0.89; 1.54 eV Å⁻¹.
In the order shown, the computed DFT total energy values come out to -51831.900; -119614.773; -98061.594 eV.